Arrangement i

Computed, not measured: the molecule C3H6N3P, with wB97M-V/def2-TZVPD.

```
13
Properties=species:S:1:pos:R:3
C 2.14337 0.89184 -0.36076
C 0.80373 0.60196 -0.55005
C -2.53611 -0.27258 0.32327
N 3.09532 0.20875 0.16819
N 3.91749 -0.33721 0.67844
N 0.25909 -0.49958 -0.12803
P -1.12755 -1.29096 -0.30116
H 2.66522 1.74402 -0.77465
H 0.15179 1.24306 -1.21352
H -3.31458 -0.77618 0.80030
H -2.91494 0.42343 -0.50013
H -2.13831 0.46019 1.11938
H -1.00452 -2.39674 0.73871
```

Calculated values
Highest occupied orbital energy (alpha / beta) ... -7.4 / -7.4 eV
LUMO energy (alpha / beta) ... 0.29 / 0.29 eV

---

Arrangement ii

Computed, not measured: the molecule C3H6N3P, with wB97M-V/def2-TZVPD.

```
13
Properties=species:S:1:pos:R:3
C -1.09005 0.67640 -1.51066
P 0.62540 0.00269 -1.66923
N 0.62588 -0.20334 0.14108
C 1.52392 0.19336 1.00849
N 1.14489 -0.10075 2.27572
C -0.08552 -0.72140 2.04536
N -0.42258 -0.74788 0.76843
H -1.08707 1.81452 -1.45624
H -1.68230 0.28093 -0.79031
H -1.47759 0.50008 -2.52473
H 0.18909 -1.24670 -1.77132
H 2.37051 0.70599 0.72587
H -0.63458 -1.15390 2.75753
```

Calculated values
Structure (SMILES) ... CPn1cncn1
Highest occupied orbital energy ... -10.0 eV
LUMO energy ... 0.74 eV

---

Which structure is the least stable? The one labeled arrangement i.

---

Arrangement i

Computed, not measured: a structure of composition C2H9N5O, with wB97M-V/def2-TZVPD.

```
17
Properties=species:S:1:pos:R:3
C -1.27891 -1.76619 1.89558
C 0.08816 0.70545 -0.14504
H -0.57813 -2.91375 1.72030
H -2.30307 -2.03551 1.47177
H -1.46341 -1.17190 2.73569
H 0.57860 -1.59762 1.47872
H 0.42182 -1.04275 -0.86289
H -0.49423 1.13688 -1.94535
H 0.94034 0.51835 -3.16501
H 0.22195 2.36526 0.59998
H 2.03588 2.02779 -0.85578
N -0.24669 -1.14771 1.17419
N -0.18891 0.28929 1.03634
N 0.83665 -0.13820 -1.09951
N 0.15665 0.19439 -2.42572
N 0.12221 2.00539 -0.36345
O 1.15110 2.57083 -1.24982
```

Calculated values
Highest occupied orbital energy ... -8.5 eV
LUMO energy ... 0.60 eV

---

Arrangement ii

Computed, not measured: the molecule C2H9N5O, with wB97M-V/def2-TZVPD.

```
17
Properties=species:S:1:pos:R:3
C 1.28482 1.92566 -0.39091
C 1.32483 0.60867 0.30973
O 2.36454 0.17736 0.76495
N 0.27123 -0.22014 0.02992
N -0.95698 0.34999 -0.38683
N -1.89960 0.29293 0.67850
N 0.10966 -1.52844 0.43365
N 0.79786 -2.44953 -0.45541
H 0.59204 2.05427 -1.29101
H 0.87684 2.63413 0.32954
H 2.22023 2.39671 -0.49389
H -1.38007 -0.28973 -1.07573
H -2.11089 -0.67029 0.91233
H -1.45743 0.72318 1.41998
H 0.23072 -1.52622 1.44202
H 0.13078 -2.48795 -1.21863
H 1.82206 -2.40379 -0.47778
```

Calculated values
Structure (SMILES) ... CC(=O)N(NN)NN
Highest occupied orbital energy ... -9.2 eV
LUMO energy ... 0.86 eV

---

Which structure is the least stable? The one labeled arrangement i.

---

Arrangement i

Computed, not measured: a cluster of 3 separate species, C6H12Br6 in total, with wB97M-V/def2-TZVPD.

```
24
Properties=species:S:1:pos:R:3
Br -0.52962 1.40588 -2.45483
C -0.07522 -0.42448 -1.99730
C -1.28500 -1.10117 -1.39881
Br -0.91745 -3.00250 -1.19731
H 0.74460 -0.37276 -1.28419
H 0.31606 -0.92750 -2.87629
H -2.17070 -1.01070 -2.01663
H -1.46967 -0.74225 -0.39120
Br -3.41645 0.00202 3.97306
C -3.46125 -0.98022 2.31947
C -2.55200 -2.18683 2.32654
Br -0.70402 -1.71619 2.33737
H -3.22884 -0.31200 1.49401
H -4.48831 -1.31652 2.17735
H -2.72598 -2.80384 1.44624
H -2.73193 -2.81208 3.19711
Br 3.80939 1.93850 -2.88547
C 3.11474 1.82713 -1.10479
C 3.78214 2.79497 -0.16626
Br 5.62481 2.30826 0.20316
H 3.24654 0.80383 -0.76082
H 2.04796 2.03234 -1.17531
H 3.27172 2.78951 0.79442
H 3.79847 3.80660 -0.55951
```

Calculated values
Structure (SMILES) ... BrCCBr.BrCCBr.BrCCBr
Highest occupied orbital energy ... -10.1 eV
LUMO energy ... 0.37 eV

---

Arrangement ii

Computed, not measured: a cluster of 3 separate species, C6H12Br6 in total, with wB97M-V/def2-TZVPD.

```
24
Properties=species:S:1:pos:R:3
Br -0.73958 -3.70647 -1.39637
C 0.10337 -3.18247 0.33783
C 0.15170 -1.59883 0.27849
Br 1.52041 -0.85805 -0.90671
H 1.11561 -3.58049 0.40892
H -0.55532 -3.56631 1.11685
H 0.37722 -1.20759 1.27054
H -0.84133 -1.20629 0.05963
Br 0.39184 1.83154 -4.31100
C 2.18496 1.06398 -3.91271
C 3.30460 1.82205 -4.69361
Br 3.16960 3.73419 -4.16940
H 2.17286 0.03004 -4.25755
H 2.43594 0.96394 -2.85672
H 3.28971 1.65659 -5.77088
H 4.29562 1.59082 -4.30306
Br -3.59409 2.48740 5.42792
C -2.45466 1.49640 4.22460
C -3.05268 0.11233 4.06797
Br -2.10666 -1.13562 2.76728
H -1.40347 1.56726 4.50402
H -2.51811 1.96877 3.24433
H -4.11992 0.12476 3.84675
H -3.12762 -0.40792 5.02287
```

Calculated values
Structure (SMILES) ... BrCCBr.BrCCBr.BrCCBr
Highest occupied orbital energy ... -9.8 eV
LUMO energy ... 0.21 eV

---

Which structure is the least stable? The one labeled arrangement ii.

---

Arrangement i

Computed, not measured: the ion C3H9N4 with charge +1, with wB97M-V/def2-TZVPD.

```
16
Properties=species:S:1:pos:R:3
C 2.23043 -0.40186 0.03318
C 0.82512 -1.01790 -0.07782
C -2.77441 0.61609 0.03036
N 1.90370 1.01083 -0.00261
N -1.41276 -0.06640 -0.00590
N -0.06165 0.18493 -0.01204
N 0.64626 1.24211 0.00849
H 2.73959 -0.63976 0.97214
H 2.88807 -0.65337 -0.80047
H 0.67518 -1.52410 -1.03407
H 0.60388 -1.70212 0.74134
H -3.26011 0.29582 0.94965
H -2.67408 1.69054 -0.01072
H -3.31793 0.23734 -0.83160
H 2.53165 1.79681 0.05886
H -1.54295 -1.06896 -0.01881
```

Calculated values
Spin multiplicity ... 3
Highest occupied orbital energy (alpha / beta) ... -10.5 / -15.1 eV
Net charge ... +1
LUMO energy (alpha / beta) ... -2.89 / -6.31 eV
<S²> ... 2.0078

---

Arrangement ii

Computed, not measured: the ion C3H9N4 with charge +1, with wB97M-V/def2-TZVPD.

```
16
Properties=species:S:1:pos:R:3
C -1.76008 -1.04648 0.19984
C -2.00159 1.18343 0.07397
C 1.33837 0.63797 0.11660
N -2.44339 -0.00540 -0.01479
N -0.47875 -1.06414 -0.24766
N 2.38445 -0.49503 0.11662
N 0.03362 0.17085 -0.61014
H -2.16933 -2.02899 0.65440
H -2.35686 1.84945 -0.66715
H -1.29287 1.57075 0.80177
H 1.74062 1.36461 -0.55962
H 1.03635 0.89300 1.11467
H -0.01405 -1.93232 -0.20158
H 2.24061 -1.12744 0.90126
H 3.45369 -0.21508 -0.05657
H 0.28921 0.24481 -1.62163
```

Calculated values
Spin multiplicity ... 3
Highest occupied orbital energy (alpha / beta) ... -11.2 / -14.0 eV
Net charge ... +1
LUMO energy (alpha / beta) ... -3.50 / -8.21 eV
<S²> ... 2.0108

---

Arrangement iii

Computed, not measured: a cluster of 2 separate species, C3H9N4 in total, with wB97M-V/def2-TZVPD.

```
16
Properties=species:S:1:pos:R:3
C 0.01413 1.19493 0.40871
C -0.82527 0.76179 -0.82290
C -0.60828 -0.93526 0.85882
N 3.09897 -0.71025 -0.21330
N 2.16720 -1.28432 0.11302
N 0.38122 0.01253 1.00793
N -1.22753 -0.62157 -0.59488
H 0.78893 1.76654 -0.04789
H -0.40946 1.80681 1.29521
H -1.65346 1.50252 -0.80553
H -0.36241 0.91380 -1.77440
H -0.22474 -1.88916 0.85394
H -1.31853 -0.87639 1.70853
H 3.20049 0.30908 -0.22118
H -2.22794 -0.72335 -0.57947
H -0.79331 -1.22768 -1.18661
```

Calculated values
Spin multiplicity ... 3
Highest occupied orbital energy (alpha / beta) ... -11.1 / -14.8 eV
Net charge ... +1
LUMO energy (alpha / beta) ... -3.40 / -5.32 eV
<S²> ... 2.0081

---

Which structure is the least stable? The one labeled arrangement ii.

---

Arrangement i

Computed, not measured: a cluster of 2 separate species, H5N4O in total, with wB97M-V/def2-TZVPD.

```
10
Properties=species:S:1:pos:R:3
N -0.89048 1.09499 -0.96672
N 1.41217 -0.74595 0.76457
N -0.16909 -0.07132 -0.47922
N 0.74831 0.25992 0.29494
O 1.03952 1.50709 0.57349
H -0.93985 1.13793 -1.94022
H -0.32405 2.02589 -0.80416
H 2.06829 -0.49326 1.47455
H -1.65031 -2.63875 0.65802
H -1.29451 -2.07654 0.42475
```

Calculated values
Highest occupied orbital energy ... -2.7 eV
Net charge ... -1
LUMO energy ... 5.02 eV

---

Arrangement ii

Computed, not measured: a structure of composition H5N4O, with wB97M-V/def2-TZVPD.

```
10
Properties=species:S:1:pos:R:3
N 0.31769 1.40269 -1.02297
N 0.05926 -1.55206 0.77342
N 0.42940 0.02002 -0.87390
N 0.34092 -0.19517 0.46736
O -0.42842 0.57211 1.26182
H 1.28301 1.69536 -0.82822
H -0.32372 1.62648 -0.21660
H -0.21931 -1.46549 1.79264
H -0.78996 -1.86843 0.13748
H -0.66887 -0.23550 -1.49103
```

Calculated values
Highest occupied orbital energy ... -1.8 eV
Net charge ... -1
LUMO energy ... 5.47 eV

---

Which structure is the least stable? The one labeled arrangement ii.

---

Arrangement i

Computed, not measured: a cluster of 4 separate species, C4H16N2O5 in total, with wB97M-V/def2-TZVPD.

```
27
Properties=species:S:1:pos:R:3
N 0.99832 -2.62083 -0.54671
C -0.25650 -2.34162 -0.12722
O -1.06197 -3.21543 0.14507
C -0.64103 -0.85434 0.01022
N -1.99431 -0.72960 0.54170
C -0.51189 -0.12537 -1.33190
C -0.31091 1.38478 -1.19484
O 0.95772 1.77033 -0.60454
H 1.64859 -1.89336 -0.82128
H 1.26497 -3.58366 -0.63006
H 0.02204 -0.38747 0.74205
H -2.08853 -1.35078 1.33685
H -2.66137 -1.04085 -0.14514
H -1.43394 -0.26007 -1.90757
H 0.29576 -0.55717 -1.91750
H -0.30328 1.85544 -2.17732
H -1.09761 1.82903 -0.59775
H 0.90566 1.74476 0.36036
O -2.08985 2.03180 1.63521
H -2.28880 1.15220 1.26469
H -1.20111 1.91957 2.00822
O 3.02328 -0.02679 -1.22949
H 2.31649 0.63633 -1.01518
H 3.38210 0.23356 -2.07976
O 0.83494 1.48166 2.44164
H 1.11582 0.70654 2.93858
H 1.17541 2.24134 2.90166
```

Calculated values
Structure (SMILES) ... NC(=O)[C@H](N)CCO.O.O.O
Highest occupied orbital energy ... -9.8 eV
LUMO energy ... 0.12 eV

---

Arrangement ii

Computed, not measured: a cluster of 4 separate species, C4H16N2O5 in total, with wB97M-V/def2-TZVPD.

```
27
Properties=species:S:1:pos:R:3
C -0.26282 2.98262 1.13108
N 0.54272 2.30207 0.12698
C 0.14952 1.00917 -0.27754
C 0.60291 0.51478 -1.66835
O 1.07494 -0.85886 -1.56015
C -1.38502 0.75167 -0.21504
N -1.79840 -0.15675 0.70306
O -2.24361 1.39765 -0.80017
H -1.13632 3.49221 0.66917
H 0.29638 3.82797 1.56915
H -0.65307 2.29852 1.88440
H 1.13996 2.92397 -0.38776
H 0.47580 0.20039 0.42171
H -0.24254 0.40858 -2.35038
H 1.55048 0.99002 -1.95583
H 0.34788 -1.45662 -1.84160
H -1.25097 -0.84341 1.19953
H -2.80461 -0.21112 0.70552
O 0.12233 -2.56247 1.18421
H 1.00022 -2.12347 1.22912
H 0.10954 -3.18105 1.92158
O 2.52650 -1.56042 0.69917
H 3.02394 -0.75832 0.92257
H 2.20901 -1.40506 -0.21805
O -0.97636 -2.60031 -1.39927
H -0.51948 -2.82472 -0.56660
H -1.89890 -2.55704 -1.12652
```

Calculated values
Structure (SMILES) ... CN[C@H](CO)C(N)=O.O.O.O
Highest occupied orbital energy ... -8.4 eV
LUMO energy ... 0.47 eV

---

Which structure is the least stable? The one labeled arrangement ii.